Record 1
# C8H17BFN2

A 2-piece molecular cluster, C8H17BFN2 overall at a distorted geometry (ωB97M-V/def2-TZVPD, the OMol25 dataset).

Cartesian coordinates (Å):
F 0.335 -1.723 -3.134
N -3.610 -1.301 -1.127
N 1.283 1.929 3.642
C -0.013 2.045 4.067
C 0.357 -1.512 -1.732
C 1.508 -0.507 -1.367
C -2.381 -1.325 -2.003
C 1.311 1.868 2.272
C -0.819 2.066 2.956
C 0.020 1.953 1.819
C 2.943 -1.036 -1.714
B -1.060 -0.868 -1.148
H 2.958 -2.028 -2.190
H -2.554 -0.569 -2.811
H 3.504 -1.141 -0.759
H 1.420 -0.387 -0.272
H 1.251 0.427 -1.894
H -0.287 1.932 0.785
H 0.608 -2.442 -1.168
H -1.894 2.150 2.961
H -3.629 -0.410 -0.644
H -0.909 0.342 -1.167
H -4.425 -1.353 -1.731
H -0.249 2.103 5.117
H -2.324 -2.353 -2.418
H 3.496 -0.286 -2.314
H -1.170 -1.235 -0.005
H 2.243 1.769 1.742
H 2.086 1.893 4.239

As for the frontier orbital gap: 0.272 Ha. Its highest occupied orbital energy is -4.36 eV. The lowest unoccupied orbital energy comes out at 3.04 eV. The total charge is -1. The calculation puts the energy relative to the best compared isomer or geometry (same formula, charge and spin) at 26.2 kJ/mol. Its multiplicity is 1.

Record 2
# C8H17Cl2N2

An isolated ion of composition C8H17Cl2N2 and charge +1 at a distorted geometry (ωB97M-V/def2-TZVPD, the OMol25 dataset).

Cartesian coordinates (Å):
Cl 0.947 2.620 -2.898
Cl 2.354 -0.095 -1.891
N 0.296 1.149 0.935
N -0.285 0.523 -1.595
C 0.716 -0.366 -1.364
C -0.095 -2.563 1.207
C 0.085 1.882 -1.355
C -0.281 -1.071 1.319
C 0.903 1.985 -0.138
C -1.165 0.142 -2.737
C -0.691 -0.781 2.770
C 0.796 -0.218 0.746
H 1.936 1.655 -0.311
H -0.972 -3.120 1.579
H -1.390 -1.503 3.098
H -1.201 -0.671 0.706
H 0.731 -2.936 1.702
H 0.969 3.045 0.129
H -1.899 -0.554 -2.356
H 1.888 -0.428 0.954
H -1.035 0.266 2.724
H -0.713 1.105 0.895
H 0.161 -0.791 3.385
H -0.530 -0.220 -3.622
H 0.395 -1.335 -1.604
H 0.427 1.446 1.952
H 0.059 -2.758 0.107
H -1.672 1.106 -3.046
H -0.735 2.487 -1.290

As for the frontier orbital gap: 0.353 Ha. Its highest occupied orbital energy is -12.80 eV. The lowest unoccupied orbital energy comes out at -3.19 eV. The total charge is +1. The calculation puts the energy relative to the best compared isomer or geometry (same formula, charge and spin) at 0.0 kJ/mol. Its multiplicity is 1.

Record 3
# C8H17Cl3IN4O2

A 2-piece molecular cluster, C8H17Cl3IN4O2 overall at a distorted geometry (ωB97M-V/def2-TZVPD, the OMol25 dataset).

Cartesian coordinates (Å):
I 2.155 -3.385 3.586
Cl -4.349 2.633 -1.246
Cl -2.374 0.950 -2.573
Cl -5.029 1.267 -3.719
O 0.409 -0.336 -3.028
O 1.590 1.509 -3.022
N -0.529 0.302 2.253
N 0.085 2.419 1.215
N -2.088 1.514 0.978
N 2.086 -0.463 -0.319
C 1.701 -1.846 -0.671
C 1.131 0.559 -0.825
C 1.556 -2.662 0.697
C -4.085 1.178 -2.220
C -0.644 1.159 1.035
C 1.035 0.549 -2.406
C 2.523 -2.154 1.804
C -0.326 0.406 -0.300
H 2.360 -1.112 2.120
H 1.583 1.549 -0.590
H 0.513 -2.606 1.090
H -2.100 2.399 0.466
H -4.433 0.322 -1.653
H 0.391 -0.132 2.301
H -0.652 -0.649 -0.168
H 1.822 -3.728 0.502
H 2.459 -2.395 -1.269
H -0.392 2.923 1.963
H 2.950 -0.276 -0.835
H -2.457 1.635 1.921
H 1.053 2.276 1.499
H 3.594 -2.298 1.548
H 0.719 -1.936 -1.172
H -0.999 0.832 -1.093
H -1.259 -0.404 2.133

As for the frontier orbital gap: 0.242 Ha. Its highest occupied orbital energy is -4.31 eV. The lowest unoccupied orbital energy comes out at 2.27 eV. The total charge is -1. Its multiplicity is 1.

Record 4
# C8H17HgP2

C8H17HgP2 as an isolated structure at a distorted geometry (ωB97M-V/def2-TZVPD, the OMol25 dataset).

Cartesian coordinates (Å):
Hg -0.751 -0.216 -0.172
P -0.376 2.210 0.385
P 0.008 -0.916 2.463
C -0.459 0.532 3.526
C -0.976 -1.131 -2.676
C 1.060 -0.197 -1.751
C 1.660 -1.497 2.796
C -0.434 -2.241 -1.888
C -1.293 -2.277 2.578
C 0.560 -1.820 -0.947
C 0.066 -0.093 -2.805
H 1.950 -2.222 1.997
H 2.366 -0.663 2.909
H -1.545 0.819 3.332
H 1.785 0.574 -1.402
H -0.040 0.651 -3.651
H 0.816 2.094 0.984
H -0.207 3.023 -0.859
H -1.243 -2.624 3.749
H 1.617 -1.995 3.748
H 0.254 1.402 3.406
H -2.371 -1.927 2.277
H -0.915 -3.293 -2.059
H 1.010 -2.415 -0.124
H -0.315 0.139 4.573
H -1.458 2.678 1.182
H -1.004 -3.145 1.858
H -1.867 -1.234 -3.438

As for the frontier orbital gap: 0.131 Ha. Its highest occupied orbital energy is -0.36 eV. The lowest unoccupied orbital energy comes out at 3.19 eV. The total charge is -1. The calculation puts the energy relative to the best compared isomer or geometry (same formula, charge and spin) at 50.3 kJ/mol. Its multiplicity is 1.

Record 5
# C8H17N

The molecule C8H17N at a distorted geometry (ωB97M-V/def2-TZVPD, the OMol25 dataset).

Cartesian coordinates (Å):
N -0.416 -2.505 1.198
C 0.425 -0.125 -0.740
C 1.268 1.436 -0.733
C 2.401 1.440 0.272
C -0.768 0.632 1.381
C 0.967 -1.040 -1.543
C -0.835 -0.042 0.005
C -1.953 0.581 -0.840
C -1.304 -1.761 0.340
H -1.449 -2.284 -0.607
H 0.517 -2.557 0.795
H 0.534 -2.021 -1.703
H 0.075 0.267 1.971
H 0.574 2.265 -0.581
H -2.285 -1.676 0.814
H 1.650 1.557 -1.751
H -1.817 1.663 -0.939
H 1.896 -0.842 -2.070
H -0.674 1.719 1.296
H -0.315 -2.055 2.103
H 2.031 1.451 1.302
H -1.691 0.447 1.941
H 3.041 0.559 0.157
H -2.929 0.416 -0.370
H 3.045 2.321 0.147
H -1.985 0.154 -1.846

As for the frontier orbital gap: 0.344 Ha. Its highest occupied orbital energy is -8.46 eV. As for the SMILES: C=C(CC)C(C)(C)CN. The lowest unoccupied orbital energy comes out at 0.90 eV. The calculation puts the energy relative to the best compared isomer or geometry (same formula, charge and spin) at 121.7 kJ/mol. Its multiplicity is 1.

Record 6
# C8H17N2O

An isolated ion of composition C8H17N2O and charge +1 at a distorted geometry (ωB97M-V/def2-TZVPD, the OMol25 dataset).

Cartesian coordinates (Å):
O 0.449 -2.317 -1.255
N -1.629 1.564 0.631
N 1.998 -0.949 -0.374
C -1.775 -1.223 -0.340
C -2.821 -1.405 0.800
C -0.362 0.911 0.042
C -0.457 -0.667 0.175
C -0.144 1.375 -1.381
C 0.680 -1.354 -0.576
C 3.948 0.396 -0.029
C 2.558 0.022 0.311
H -0.186 -0.784 1.309
H -2.366 1.325 0.000
H -0.233 2.488 -1.451
H -3.762 -1.362 0.438
H 4.011 1.412 -0.316
H 4.271 -0.258 -0.993
H -1.658 -2.234 -0.763
H 1.978 0.561 1.084
H -2.691 -2.387 1.194
H -1.407 2.505 0.669
H 0.755 0.776 -1.687
H -1.007 1.085 -2.160
H 4.567 -0.087 0.772
H -2.726 -0.693 1.595
H -1.677 1.338 1.607
H 2.679 -1.559 -0.923
H -2.353 -0.461 -1.012

As for the frontier orbital gap (alpha / beta): 0.197 / 0.210 Ha. Its highest occupied orbital energy (alpha / beta) is -10.36 / -10.56 eV. The lowest unoccupied orbital energy (alpha / beta) comes out at -5.00 / -4.86 eV. The total charge is +1. The calculation puts the energy relative to the best compared isomer or geometry (same formula, charge and spin) at 445.5 kJ/mol. Its multiplicity is 1.

Record 7
# C8H17N2O2

An isolated ion of composition C8H17N2O2 and charge +1 at a distorted geometry (ωB97M-V/def2-TZVPD, the OMol25 dataset).

Cartesian coordinates (Å):
O 1.011 0.756 2.170
O 1.157 -1.013 0.739
N 0.003 -1.521 0.295
N -0.299 0.617 0.111
C 3.459 -0.134 0.149
C 2.254 0.801 0.095
C -0.829 -0.551 -0.073
C 1.047 0.341 0.921
C -2.275 -0.870 -0.430
C 2.078 1.207 -1.391
C -2.915 0.304 -1.222
C -2.992 -1.038 0.878
H -3.988 0.250 -1.211
H 3.380 -0.913 -0.549
H 3.149 1.608 -1.569
H 2.516 1.617 0.693
H -3.140 -0.123 1.526
H -2.683 0.654 -2.220
H 0.260 0.345 2.635
H 3.499 -0.659 1.105
H -2.352 -1.880 -0.994
H 1.871 0.405 -2.075
H 4.250 0.625 0.082
H -2.631 1.202 -0.568
H -2.588 -1.857 1.444
H 1.416 2.057 -1.515
H -0.605 1.565 -0.118
H -0.056 -2.502 0.322
H -3.998 -1.294 0.771

As for the frontier orbital gap: 0.405 Ha. Its highest occupied orbital energy is -13.91 eV. As for the SMILES: CC(C)C1=[NH+][C@](O)(C(C)C)ON1. The lowest unoccupied orbital energy comes out at -2.88 eV. The total charge is +1. The calculation puts the energy relative to the best compared isomer or geometry (same formula, charge and spin) at 243.6 kJ/mol. Its multiplicity is 1.

Record 8
# C8H17N2O3

A 2-piece molecular cluster, C8H17N2O3 overall at a distorted geometry (ωB97M-V/def2-TZVPD, the OMol25 dataset).

Cartesian coordinates (Å):
O -3.468 -2.615 0.405
O 1.321 3.698 -0.334
O -3.973 -0.511 1.027
N -2.543 0.187 -1.399
N -0.958 -0.464 0.358
C -0.340 1.639 1.461
C 1.559 -0.633 0.332
C -1.251 0.777 0.923
C -3.295 -1.368 0.403
C 1.741 -2.102 0.778
C -2.112 -0.882 -0.463
C 2.705 -0.200 -0.592
C 0.265 -0.451 -0.444
H 1.358 4.124 -1.196
H -3.499 -0.007 -1.667
H -1.982 0.139 -2.240
H -0.288 2.689 1.230
H 0.197 -1.307 -1.116
H 2.783 -2.385 0.659
H 3.657 -0.186 -0.070
H 0.355 1.272 2.207
H 0.309 0.433 -1.088
H 2.482 0.804 -0.948
H 1.077 -2.774 0.244
H 2.742 -0.850 -1.466
H 2.187 3.861 0.052
H -2.299 1.034 0.980
H -1.836 -1.733 -1.077
H 1.485 -2.179 1.830
H 1.623 -0.010 1.212

As for the frontier orbital gap: 0.231 Ha. Its highest occupied orbital energy is -3.67 eV. The lowest unoccupied orbital energy comes out at 2.61 eV. The total charge is -1. The calculation puts the energy relative to the best compared isomer or geometry (same formula, charge and spin) at 0.0 kJ/mol. Its multiplicity is 1.